Record 1
C41H36F3N6O4TeZr as an isolated structure at a distorted geometry. Source: OMol25; level of theory: ωB97M-V/def2-TZVPD.

Summary:
HOMO	-10.602	eV
energy above the lowest of the compared OMol25 structures with the same formula, charge and spin	2.69	kcal per mole
charge	+1
E_LUMO	-3.62	eV
Kohn-Sham gap	6.981	eV

Geometry (Å):
Zr -0.597 0.694 1.581
C -1.241 -0.101 -5.565
C -0.997 0.328 -4.144
C -0.926 1.673 -3.803
C -0.696 2.097 -2.496
C -0.769 3.568 -2.163
O -1.617 4.240 -2.701
C 0.169 4.158 -1.161
C -0.295 5.173 -0.334
C 0.550 5.736 0.609
C 1.870 5.311 0.701
C 2.343 4.316 -0.147
C 1.487 3.728 -1.065
C -0.563 1.134 -1.511
O -0.345 1.451 -0.209
C -0.687 -0.223 -1.813
C -0.886 -0.620 -3.125
C -0.652 -1.130 -0.638
N -1.675 -0.883 0.337
C -2.996 -0.340 -0.072
C -3.764 -1.185 -1.070
Te -3.801 -3.306 -0.810
C -2.586 -3.643 -2.493
C -1.280 -4.102 -2.357
C -0.477 -4.281 -3.479
C -0.976 -4.000 -4.743
C -2.284 -3.554 -4.885
C -3.089 -3.381 -3.767
C 0.371 -1.949 -0.313
C 0.463 -2.580 1.086
C 1.648 -3.497 1.238
C 2.575 -3.669 0.301
C 2.497 -2.966 -0.983
C 1.466 -2.166 -1.262
H -1.127 0.733 -6.254
H -2.251 -0.497 -5.685
H -0.547 -0.887 -5.866
H -1.062 2.435 -4.561
H -1.323 5.497 -0.428
H 0.184 6.514 1.265
H 2.536 5.767 1.422
H 3.380 4.010 -0.098
H 1.845 2.948 -1.728
H -0.976 -1.677 -3.351
H -2.867 0.659 -0.496
H -3.539 -0.227 0.868
H -3.337 -1.079 -2.067
H -4.789 -0.822 -1.113
H -0.880 -4.334 -1.378
H 0.536 -4.643 -3.362
H -0.354 -4.143 -5.616
H -2.685 -3.354 -5.870
H -4.113 -3.054 -3.892
H -0.733 -3.686 2.350
H 1.704 -4.028 2.183
H 3.400 -4.345 0.477
H 3.279 -3.120 -1.713
H 1.404 -1.667 -2.219
N 0.174 1.709 3.596
C 1.584 2.011 3.713
C 2.144 2.599 4.805
C 3.534 2.866 4.836
C 4.328 2.533 3.778
C 3.766 1.921 2.630
C 4.519 1.546 1.495
C 3.891 0.990 0.418
C 2.499 0.803 0.466
N 1.772 1.105 1.520
C 2.384 1.669 2.604
H -0.092 1.000 4.295
H -0.393 2.539 3.780
H 1.523 2.864 5.652
H 3.960 3.335 5.711
H 5.391 2.733 3.799
H 5.588 1.716 1.487
H 4.431 0.704 -0.473
H 1.971 0.388 -0.384
F -2.463 -3.079 4.193
C -2.875 -1.829 4.509
F -4.021 -1.613 3.878
F -3.085 -1.779 5.820
C -1.751 -0.854 4.093
O -0.800 -0.725 4.842
O -1.891 -0.335 2.930
N -2.862 3.180 2.144
C -2.104 2.341 1.906
N -0.793 -3.232 1.444
N 0.619 -1.448 2.083
H -1.059 -3.931 0.761
H -1.797 -1.734 0.907
H 1.615 -1.237 2.135
H 0.369 -1.784 3.016

Atomic partial charges in e from the Mulliken method, atoms 1 to 4: Zr 0.32; C -1.71; C 0.13; C -0.74

Record 2
C41H37BaCl5P2 as an isolated structure at a distorted geometry. Source: OMol25; level of theory: ωB97M-V/def2-TZVPD.

Summary:
HOMO	-6.114	eV
energy above the lowest of the compared OMol25 structures with the same formula, charge and spin	0.00	kcal per mole
E_LUMO	-0.36	eV
Kohn-Sham gap	5.759	eV

Geometry (Å):
Ba -3.952 0.042 -1.183
C 1.652 1.596 -0.800
C 0.906 2.271 -1.696
C 0.985 2.295 -3.208
C 0.255 1.127 -3.911
C 0.728 -0.279 -3.641
C 1.915 -0.646 -3.144
C 3.021 0.199 -2.596
C 2.815 0.730 -1.115
C -3.304 -2.425 -0.421
H 1.484 1.754 0.284
H 0.368 3.134 -1.314
H 2.015 2.339 -3.580
H 0.514 3.233 -3.548
H -0.836 1.179 -3.702
H 0.273 1.282 -4.999
H -0.050 -1.051 -3.746
H 2.120 -1.722 -3.053
H 3.312 1.038 -3.228
H 3.960 -0.378 -2.563
H 2.831 -0.147 -0.447
H 3.706 1.311 -0.798
H -2.880 -2.077 0.577
H -2.499 -2.737 -1.118
H -4.086 -3.201 -0.312
P -7.088 1.961 -3.601
P -7.098 -1.073 -4.937
C -6.471 1.614 -5.254
C -6.649 0.405 -5.856
C -8.324 3.285 -4.056
C -8.253 4.045 -5.234
C -9.264 4.952 -5.569
C -10.374 5.108 -4.741
C -10.459 4.376 -3.549
C -9.445 3.471 -3.207
C -5.619 2.881 -3.018
C -4.437 2.125 -2.933
C -3.286 2.673 -2.344
C -3.287 4.030 -1.998
C -4.404 4.825 -2.297
C -5.591 4.251 -2.770
C -8.363 -1.721 -6.184
C -9.472 -0.903 -6.488
C -10.405 -1.301 -7.450
C -10.246 -2.508 -8.139
C -9.162 -3.330 -7.830
C -8.229 -2.946 -6.859
C -5.654 -2.161 -5.305
C -5.487 -3.295 -4.482
C -4.424 -4.168 -4.714
C -3.528 -3.919 -5.762
C -3.691 -2.790 -6.565
C -4.744 -1.906 -6.333
H -5.962 2.439 -5.775
H -6.582 0.300 -6.949
H -7.402 3.932 -5.906
H -9.189 5.530 -6.487
H -11.176 5.786 -5.005
H -11.318 4.490 -2.877
H -9.502 2.890 -2.274
H -4.465 1.091 -3.358
H -2.380 2.043 -2.204
H -2.383 4.450 -1.532
H -4.328 5.908 -2.167
H -6.456 4.881 -2.984
H -9.605 0.054 -5.973
H -11.255 -0.660 -7.677
H -10.957 -2.805 -8.906
H -9.020 -4.274 -8.354
H -7.386 -3.604 -6.628
H -6.192 -3.485 -3.664
H -4.305 -5.049 -4.077
H -2.706 -4.611 -5.939
H -3.001 -2.602 -7.380
H -4.846 -1.018 -6.944
Cl -3.194 1.400 1.243
C -1.624 0.554 1.278
C -1.149 -0.220 0.253
C -0.010 -0.986 0.445
Cl 0.388 -2.225 -0.715
C 0.802 -0.827 1.629
Cl 2.318 -1.617 1.748
C 0.300 -0.022 2.690
Cl 1.048 0.009 4.222
C -0.922 0.684 2.505
Cl -1.650 1.621 3.749

Atomic partial charges in e from the Mulliken method, atoms 1 to 4: Ba 1.56; C -0.31; C -0.41; C -1.09

Record 3
C41H37BrN6O2SbW as an isolated structure. Source: OMol25; level of theory: ωB97M-V/def2-TZVPD.

Summary:
HOMO	-15.301	eV
energy above the lowest of the compared OMol25 structures with the same formula, charge and spin	0.00	kcal per mole
charge	+3
E_LUMO	-9.87	eV
Kohn-Sham gap	5.432	eV

Geometry (Å):
W 0.036 0.212 0.350
C -0.391 2.035 -2.370
O 0.343 0.968 -1.697
C 1.078 0.146 -2.565
C 1.698 0.583 -3.715
C 2.451 -0.341 -4.426
C 2.570 -1.651 -3.982
C 1.918 -2.074 -2.835
C 1.149 -1.157 -2.130
N 0.388 -1.451 -0.955
N 0.227 -2.711 -0.799
C -0.436 -3.277 0.204
C -0.982 -2.529 1.274
O -0.868 -1.230 1.286
C -1.613 -3.169 2.354
C -1.710 -4.533 2.348
C -1.201 -5.340 1.294
C -1.340 -6.741 1.331
C -0.853 -7.509 0.303
C -0.220 -6.894 -0.784
C -0.074 -5.524 -0.844
C -0.556 -4.726 0.198
H -0.618 1.711 -3.381
H 0.224 2.931 -2.388
H -1.313 2.201 -1.825
H 1.634 1.612 -4.042
H 2.961 -0.029 -5.327
H 3.175 -2.352 -4.541
H 1.994 -3.096 -2.493
H -2.009 -2.562 3.158
H -2.198 -5.035 3.176
H -1.841 -7.200 2.174
H -0.960 -8.585 0.326
H 0.156 -7.505 -1.594
H 0.401 -5.068 -1.701
C -2.084 -1.159 -2.433
C -2.830 -0.281 -1.476
C -4.206 -0.152 -1.711
C -5.003 0.624 -0.909
C -4.387 1.290 0.143
C -3.039 1.107 0.352
N -2.235 0.351 -0.436
Sb -2.178 2.218 1.929
C -0.152 2.365 0.562
C -0.289 3.711 0.199
C 0.778 4.555 0.446
C 1.904 4.075 1.104
C 2.022 2.730 1.438
C 3.179 2.243 2.240
N 1.014 1.920 1.056
C -1.584 0.750 3.343
C -2.477 0.308 4.296
C -1.979 -0.472 5.337
C -0.621 -0.701 5.395
C 0.222 -0.182 4.408
C 1.705 -0.319 4.570
N -0.265 0.498 3.358
H -2.729 -1.395 -3.275
H -1.804 -2.103 -1.968
H -1.189 -0.690 -2.830
H -4.630 -0.681 -2.552
H -6.064 0.725 -1.098
H -4.956 1.951 0.787
H -1.207 4.093 -0.230
H 0.718 5.601 0.171
H 2.712 4.748 1.357
H 4.097 2.737 1.927
H 2.999 2.515 3.285
H 3.308 1.171 2.190
H -3.529 0.565 4.257
H -2.640 -0.855 6.104
H -0.192 -1.255 6.221
H 2.029 0.288 5.419
H 2.232 0.023 3.688
H 1.992 -1.348 4.791
C 2.611 -3.823 3.033
C 2.876 -2.706 2.069
C 4.073 -2.586 1.371
C 4.253 -1.528 0.506
C 3.219 -0.629 0.306
Br 3.593 0.829 -0.822
N 2.031 -0.735 0.931
C 1.913 -1.748 1.823
H 3.447 -3.963 3.718
H 2.469 -4.762 2.493
H 1.711 -3.634 3.619
H 4.874 -3.301 1.522
H 5.188 -1.385 -0.018
H 1.001 -1.766 2.390

Atomic partial charges in e from the Mulliken method, atoms 1 to 4: W 2.33; C -1.45; O -0.30; C -0.53

Record 4
C41H37Cl5MgP2 as an isolated structure at a distorted geometry. Source: OMol25; level of theory: ωB97M-V/def2-TZVPD.

Summary:
HOMO (alpha / beta)	-4.003 / -4.057	eV
E_LUMO (alpha / beta)	-0.53 / -0.53	eV
Kohn-Sham gap (alpha / beta)	3.472 / 3.531	eV

Geometry (Å):
Mg -0.215 -3.142 0.268
C -1.461 -3.754 -1.214
C -1.859 -2.537 -1.671
C -3.213 -1.955 -1.461
C -3.705 -1.984 0.003
C -2.590 -1.664 0.933
C -1.767 -2.569 1.543
C -1.960 -4.080 1.356
C -2.155 -4.560 -0.125
C 1.732 2.335 2.104
H -0.613 -4.250 -1.716
H -1.359 -2.075 -2.530
H -3.990 -2.447 -2.062
H -3.211 -0.907 -1.781
H -4.496 -1.218 0.129
H -4.160 -2.950 0.271
H -2.554 -0.621 1.247
H -1.201 -2.276 2.438
H -2.807 -4.445 1.955
H -1.058 -4.558 1.806
H -1.702 -5.561 -0.166
H -3.221 -4.668 -0.371
H 2.528 1.641 1.818
H 1.989 2.783 3.060
H 1.630 3.130 1.359
P 0.708 0.648 -1.868
P 0.177 1.449 2.240
C -0.379 0.974 -0.497
C -0.219 0.513 0.783
C 0.109 1.286 -3.441
C -1.238 1.063 -3.789
C -1.712 1.542 -5.028
C -0.852 2.203 -5.907
C 0.497 2.351 -5.572
C 0.997 1.865 -4.362
C 1.077 -1.069 -2.334
C 1.002 -1.916 -1.239
C 1.769 -3.109 -1.196
C 2.330 -3.578 -2.400
C 2.036 -2.905 -3.582
C 1.451 -1.624 -3.580
C -0.961 2.730 2.830
C -1.237 3.823 1.987
C -1.944 4.934 2.458
C -2.396 4.989 3.786
C -2.155 3.888 4.611
C -1.433 2.780 4.153
C 0.437 0.247 3.555
C 1.724 -0.165 3.942
C 1.857 -1.277 4.781
C 0.722 -1.954 5.236
C -0.551 -1.502 4.894
C -0.707 -0.380 4.079
H -1.269 1.586 -0.764
H -0.482 -0.505 1.068
H -1.901 0.546 -3.099
H -2.755 1.406 -5.268
H -1.238 2.606 -6.844
H 1.167 2.874 -6.250
H 2.069 1.982 -4.151
H 0.279 -1.558 -0.425
H 2.038 -3.605 -0.255
H 2.985 -4.462 -2.430
H 2.348 -3.306 -4.535
H 1.275 -1.067 -4.497
H -0.890 3.807 0.949
H -2.134 5.775 1.795
H -2.890 5.886 4.167
H -2.523 3.911 5.636
H -1.248 1.955 4.836
H 2.616 0.367 3.590
H 2.854 -1.607 5.064
H 0.834 -2.839 5.859
H -1.444 -2.026 5.237
H -1.703 0.002 3.829
Cl 1.151 3.846 -1.709
C 2.498 2.746 -1.699
C 2.291 1.373 -1.432
C 3.372 0.713 -0.800
Cl 3.115 -0.506 0.366
C 4.686 1.141 -1.055
Cl 6.011 0.166 -0.601
C 4.912 2.379 -1.704
Cl 6.488 2.892 -2.143
C 3.791 3.227 -1.931
Cl 4.008 4.817 -2.536

Atomic partial charges in e from the Mulliken method, atoms 1 to 4: Mg 0.75; C -0.41; C -0.11; C -0.66

Record 5
C41H37F5OP2Sn as an isolated structure at a distorted geometry. Source: OMol25; level of theory: ωB97M-V/def2-TZVPD.

Summary:
HOMO	-6.481	eV
energy above the lowest of the compared OMol25 structures with the same formula, charge and spin	0.00	kcal per mole
E_LUMO	-0.74	eV
Kohn-Sham gap	5.744	eV

Geometry (Å):
Sn -0.102 -1.397 0.188
C 2.298 2.254 -1.910
C 1.699 3.041 -1.023
C 0.876 4.236 -1.417
C -0.062 4.097 -2.649
C -0.612 2.740 -3.007
C 0.055 1.805 -3.681
C 1.395 2.078 -4.316
C 2.458 2.666 -3.344
C -1.823 -2.445 1.139
H 2.830 1.337 -1.638
H 1.947 2.986 0.050
H 1.563 5.066 -1.638
H 0.287 4.560 -0.555
H -0.926 4.748 -2.450
H 0.467 4.514 -3.519
H -1.698 2.646 -2.873
H -0.422 0.891 -4.043
H 1.267 2.816 -5.140
H 1.786 1.142 -4.759
H 3.441 2.335 -3.702
H 2.411 3.763 -3.418
H -1.591 -3.520 1.162
H -2.804 -2.283 0.674
H -1.814 -2.055 2.158
P 0.721 0.830 1.182
P -2.017 -0.238 -1.373
C -0.497 1.722 0.210
C -1.465 1.325 -0.707
C 0.845 1.699 2.759
C 0.822 3.103 2.825
C 0.841 3.743 4.067
C 0.870 3.002 5.251
C 0.934 1.609 5.181
C 0.946 0.961 3.955
C 2.473 0.411 0.654
C 2.733 -0.614 -0.289
C 4.016 -1.118 -0.483
C 5.096 -0.560 0.197
C 4.876 0.494 1.089
C 3.580 0.963 1.327
C -3.748 -0.413 -0.927
C -4.209 0.029 0.332
C -5.562 -0.037 0.642
C -6.476 -0.543 -0.288
C -6.022 -1.023 -1.524
C -4.667 -0.978 -1.842
C -1.621 -1.451 -2.676
C -1.235 -2.785 -2.387
C -0.743 -3.616 -3.389
C -0.637 -3.151 -4.704
C -1.059 -1.853 -5.011
C -1.624 -1.045 -4.027
H -0.617 2.757 0.563
H -2.139 2.140 -1.023
H 0.793 3.698 1.909
H 0.825 4.830 4.108
H 0.855 3.507 6.216
H 0.983 1.027 6.096
H 1.013 -0.118 3.890
H 1.928 -1.051 -0.909
H 4.162 -1.951 -1.173
H 6.100 -0.942 0.018
H 5.716 0.940 1.618
H 3.421 1.753 2.066
H -3.496 0.429 1.050
H -5.913 0.321 1.610
H -7.539 -0.576 -0.048
H -6.733 -1.431 -2.245
H -4.307 -1.355 -2.801
H -1.283 -3.170 -1.360
H -0.434 -4.636 -3.147
H -0.236 -3.806 -5.482
H -0.940 -1.470 -6.028
H -2.042 -0.069 -4.284
F 0.397 -5.791 6.211
C 0.598 -4.971 5.159
C 1.538 -5.291 4.180
F 2.261 -6.419 4.316
C 1.747 -4.449 3.102
F 2.664 -4.789 2.174
C 1.028 -3.228 2.953
O 1.175 -2.440 1.945
C 0.102 -2.941 3.992
F -0.563 -1.750 3.954
C -0.125 -3.789 5.047
F -1.035 -3.455 5.989

Atomic partial charges in e from the Mulliken method, atoms 1 to 4: Sn 1.00; C 0.15; C -0.45; C -1.49

- What is the formula in the third record?
  C41H37BrN6O2SbW